Entry 1:
C25H20BKNO3P | ωB97M-V/def2-TZVPD

Last column: Mulliken charge in e.
Geometry (Å):
K (0.54, 0.13, 0.92)  1.10
O (-0.96, -2.30, 0.78)  -0.39
N (-2.23, -1.71, 0.81)  -0.33
C (-2.38, -0.93, -0.19)  -0.85
C (-3.64, -0.18, -0.33)  0.58
C (-4.85, -0.86, -0.34)  -0.60
C (-6.03, -0.15, -0.47)  -0.61
C (-6.00, 1.24, -0.58)  -0.82
C (-4.79, 1.92, -0.54)  -0.45
C (-3.59, 1.22, -0.41)  0.61
P (-1.95, 2.03, -0.26)  0.19
C (-1.75, 2.08, 1.57)  -0.05
C (-0.75, 2.92, 2.08)  -0.04
C (-0.48, 2.94, 3.44)  -0.71
C (-1.18, 2.11, 4.30)  -0.48
C (-2.16, 1.27, 3.80)  -0.83
C (-2.45, 1.26, 2.44)  0.00
C (-2.32, 3.75, -0.68)  -0.06
C (-2.06, 4.17, -1.98)  -0.46
C (-2.37, 5.46, -2.38)  -0.60
C (-2.92, 6.35, -1.48)  -0.46
C (-3.17, 5.95, -0.17)  -0.66
C (-2.87, 4.66, 0.22)  0.08
H (-0.96, -2.90, 1.53)  0.36
H (-1.57, -0.82, -0.92)  0.72
H (-4.86, -1.93, -0.26)  0.47
H (-6.98, -0.67, -0.48)  0.39
H (-6.92, 1.79, -0.69)  0.41
H (-4.79, 2.99, -0.62)  0.39
H (-0.19, 3.57, 1.42)  0.43
H (0.28, 3.61, 3.82)  0.42
H (-0.96, 2.12, 5.36)  0.41
H (-2.71, 0.62, 4.46)  0.43
H (-3.22, 0.60, 2.07)  0.35
H (-1.61, 3.48, -2.69)  0.40
H (-2.16, 5.77, -3.40)  0.40
H (-3.15, 7.36, -1.79)  0.39
H (-3.59, 6.65, 0.54)  0.40
H (-3.07, 4.36, 1.25)  0.45
O (3.95, 0.71, 0.58)  -0.38
B (3.16, -0.36, -0.03)  -0.52
O (4.13, -1.21, -0.67)  -0.53
C (5.36, -0.69, -0.45)  0.84
C (6.58, -1.17, -0.87)  -0.82
C (7.71, -0.45, -0.51)  -0.46
C (7.61, 0.71, 0.25)  -0.45
C (6.37, 1.19, 0.67)  -0.86
C (5.26, 0.46, 0.31)  0.70
H (6.63, -2.08, -1.46)  0.42
H (8.69, -0.79, -0.82)  0.36
H (8.51, 1.26, 0.51)  0.35
H (6.27, 2.09, 1.26)  0.41

For the highest occupied orbital energy, the calculation gives -6.001 eV. The HOMO-LUMO gap comes out at 6.0 eV. For the energy, the calculation gives -60171.5905 eV.

***

Entry 2:
C25H20F6N3O7PS3V | ωB97M-V/def2-TZVPD

Last column: Mulliken charge in e.
Geometry (Å):
V (-1.26, -0.73, 0.39)  0.47
O (-1.80, -4.53, -0.46)  -0.72
S (-1.13, -3.28, -0.40)  1.65
O (-1.78, -2.15, -1.11)  -0.63
O (-0.85, -2.76, 0.98)  -0.68
C (0.47, -3.47, -1.16)  -0.31
C (0.79, -4.73, -1.66)  -0.50
C (2.03, -4.95, -2.23)  -0.63
C (2.96, -3.93, -2.29)  -0.80
C (2.65, -2.68, -1.78)  -0.40
C (1.40, -2.42, -1.23)  -0.57
P (1.05, -0.77, -0.54)  2.82
C (1.38, 0.44, -1.84)  0.53
C (1.57, 0.12, -3.18)  -0.82
C (1.68, 1.13, -4.12)  -0.70
C (1.59, 2.46, -3.75)  -0.61
C (1.38, 2.79, -2.41)  -0.65
C (1.26, 1.79, -1.47)  -0.70
C (2.39, -0.60, 0.68)  0.43
C (2.30, -1.39, 1.82)  -0.67
C (3.29, -1.34, 2.79)  -0.62
C (4.37, -0.48, 2.63)  -0.55
C (4.47, 0.31, 1.50)  -0.65
C (3.49, 0.25, 0.52)  -0.30
H (0.05, -5.52, -1.59)  0.57
H (2.27, -5.93, -2.62)  0.41
H (3.94, -4.11, -2.72)  0.41
H (3.39, -1.89, -1.81)  0.51
H (1.62, -0.91, -3.49)  0.42
H (1.82, 0.87, -5.17)  0.41
H (1.66, 3.24, -4.49)  0.40
H (1.27, 3.82, -2.12)  0.43
H (1.06, 2.05, -0.43)  0.48
H (1.45, -2.06, 1.95)  0.40
H (3.21, -1.96, 3.67)  0.46
H (5.14, -0.44, 3.39)  0.40
H (5.31, 0.97, 1.37)  0.43
H (3.57, 0.86, -0.37)  0.41
N (-3.28, -0.45, 1.73)  -0.28
C (-2.43, -0.04, 2.78)  0.59
C (-2.80, 0.09, 4.11)  -1.12
C (-1.84, 0.51, 5.01)  -0.29
C (-0.56, 0.80, 4.56)  -1.10
C (-0.27, 0.62, 3.22)  -0.15
N (-1.19, 0.19, 2.36)  0.49
H (-4.13, -0.90, 2.04)  0.34
H (-3.53, 0.32, 1.11)  -0.05
H (-3.82, -0.12, 4.41)  0.44
H (-2.10, 0.62, 6.05)  0.42
H (0.21, 1.14, 5.24)  0.46
H (0.72, 0.80, 2.82)  0.58
F (-4.66, 0.26, -0.99)  -0.21
C (-4.11, 0.78, -2.10)  0.66
F (-3.94, -0.21, -2.97)  -0.21
F (-4.96, 1.66, -2.61)  -0.23
S (-2.46, 1.57, -1.72)  1.05
O (-2.13, 1.00, -0.40)  -0.46
O (-1.60, 1.19, -2.80)  -0.64
N (-2.68, 3.10, -1.66)  -0.58
S (-3.37, 3.80, -0.41)  0.93
O (-4.14, 2.91, 0.41)  -0.58
O (-3.89, 5.06, -0.82)  -0.64
C (-1.90, 4.23, 0.64)  0.65
F (-2.26, 5.13, 1.56)  -0.24
F (-0.91, 4.74, -0.09)  -0.24
F (-1.43, 3.14, 1.27)  -0.12

The spin multiplicity is 4. For the highest occupied orbital energy (alpha / beta), the calculation gives -8.282 / -9.183 eV. The HOMO-LUMO gap (alpha / beta) comes out at 8.3 / 9.1 eV. For the energy, the calculation gives -128842.1772 eV.

***

Entry 3:
C25H20FN6O5SV | ωB97M-V/def2-TZVPD

Last column: Mulliken charge in e.
Geometry (Å):
V (0.13, 0.13, -0.63)  -0.07
C (3.42, 2.59, 0.59)  -1.64
C (2.05, 2.05, 0.45)  0.61
N (1.74, 1.07, -0.31)  1.33
N (2.37, 0.28, -1.20)  -1.34
C (1.69, 0.34, -2.40)  1.35
O (0.48, 0.79, -2.35)  -0.53
C (2.30, -0.17, -3.60)  0.38
C (1.49, -0.36, -4.73)  -0.36
C (2.06, -0.79, -5.90)  -0.85
C (3.44, -1.01, -5.96)  -0.33
C (4.24, -0.82, -4.84)  -0.77
C (3.68, -0.40, -3.65)  -0.25
C (0.82, 2.60, 1.05)  0.55
C (0.78, 3.55, 2.05)  -0.80
C (-0.46, 4.05, 2.44)  -0.54
C (-1.60, 3.60, 1.80)  -0.69
C (-1.48, 2.62, 0.81)  -0.26
N (-0.30, 2.12, 0.46)  0.33
H (3.98, 2.45, -0.33)  0.40
H (3.40, 3.64, 0.85)  0.48
H (3.94, 2.05, 1.39)  0.33
H (0.43, -0.16, -4.67)  0.51
H (1.45, -0.94, -6.78)  0.44
H (3.88, -1.33, -6.89)  0.43
H (5.31, -0.99, -4.91)  0.44
H (4.29, -0.26, -2.77)  0.47
H (1.69, 3.90, 2.51)  0.49
H (-0.53, 4.79, 3.22)  0.50
H (-2.58, 3.99, 2.04)  0.52
H (-2.35, 2.24, 0.30)  0.52
S (-2.05, -0.02, -1.14)  -0.42
C (-1.44, -1.56, -1.76)  0.65
C (-2.13, -2.56, -2.41)  -0.65
C (-1.40, -3.68, -2.78)  -0.25
C (-0.04, -3.77, -2.51)  -0.87
C (0.58, -2.73, -1.86)  -0.30
N (-0.13, -1.65, -1.50)  0.38
H (-3.19, -2.46, -2.61)  0.50
H (-1.91, -4.50, -3.28)  0.45
H (0.53, -4.65, -2.79)  0.49
H (1.64, -2.74, -1.62)  0.55
F (-4.88, 1.41, 3.85)  -0.29
C (-4.01, 0.47, 4.22)  0.36
C (-2.86, 0.32, 3.58)  -0.07
N (-1.93, -0.65, 3.95)  0.19
C (-0.69, -0.78, 3.25)  -0.95
C (-0.92, -1.11, 1.80)  0.51
O (-1.84, -1.70, 1.37)  -0.39
O (0.06, -0.60, 0.93)  -0.33
C (-2.19, -1.56, 4.97)  0.45
O (-1.41, -2.44, 5.26)  -0.60
N (-3.40, -1.37, 5.60)  -0.07
C (-4.38, -0.40, 5.34)  0.18
O (-5.39, -0.32, 5.98)  -0.52
H (-2.60, 0.95, 2.74)  0.40
H (-0.17, -1.63, 3.70)  0.40
H (-0.05, 0.10, 3.35)  0.31
H (-3.60, -2.01, 6.35)  0.25

For the highest occupied orbital energy (alpha / beta), the calculation gives -13.701 / -13.701 eV. The HOMO-LUMO gap (alpha / beta) comes out at 5.2 / 5.2 eV. As for the total charge: +2. For the energy, the calculation gives -84653.8467 eV.

***

Entry 4:
C25H20N10RhS | ωB97M-V/def2-TZVPD

Last column: Mulliken charge in e.
Geometry (Å):
Rh (-0.15, 0.14, 1.06)  0.14
N (2.51, -2.45, 3.19)  -0.39
C (1.84, -1.69, 2.32)  0.59
S (1.05, -0.27, 2.93)  -0.33
N (1.85, -2.01, 1.06)  -1.55
N (1.13, -1.14, 0.29)  1.44
C (1.25, -1.26, -1.00)  0.31
C (2.13, -2.25, -1.66)  -0.41
C (2.07, -3.61, -1.36)  -0.13
C (2.89, -4.50, -2.04)  -0.79
C (3.79, -4.04, -2.99)  -0.43
C (3.87, -2.68, -3.27)  -0.83
C (3.03, -1.79, -2.62)  -0.11
C (0.47, -0.32, -1.82)  0.81
C (0.23, -0.51, -3.17)  -0.68
C (-0.50, 0.44, -3.86)  -0.60
C (-0.95, 1.57, -3.19)  -1.09
C (-0.70, 1.66, -1.83)  -0.01
N (-0.02, 0.74, -1.16)  0.34
H (2.48, -2.26, 4.17)  0.20
H (3.02, -3.25, 2.86)  0.22
H (1.37, -3.97, -0.62)  0.49
H (2.83, -5.56, -1.82)  0.41
H (4.44, -4.74, -3.50)  0.42
H (4.57, -2.32, -4.01)  0.40
H (3.09, -0.74, -2.84)  0.51
H (0.60, -1.40, -3.67)  0.57
H (-0.71, 0.31, -4.91)  0.46
H (-1.50, 2.35, -3.69)  0.46
H (-1.05, 2.51, -1.26)  0.36
N (-2.02, 3.09, 1.41)  -0.11
C (-2.76, 2.07, 0.83)  0.80
C (-4.07, 2.39, 0.43)  -0.75
C (-4.83, 1.43, -0.18)  -0.51
C (-4.29, 0.16, -0.38)  -0.96
C (-3.01, -0.08, 0.05)  -0.40
N (-2.24, 0.86, 0.66)  0.25
C (-0.67, 3.29, 1.60)  0.87
C (-0.28, 4.59, 1.96)  -0.93
C (1.04, 4.88, 2.15)  -0.44
C (1.98, 3.86, 1.97)  -0.92
C (1.53, 2.62, 1.64)  -0.44
N (0.22, 2.30, 1.46)  0.40
H (-2.56, 3.93, 1.57)  0.15
H (-4.45, 3.39, 0.60)  0.39
H (-5.84, 1.66, -0.50)  0.44
H (-4.85, -0.63, -0.86)  0.46
H (-2.55, -1.05, -0.05)  0.58
H (-1.04, 5.35, 2.08)  0.40
H (1.34, 5.88, 2.42)  0.42
H (3.04, 4.04, 2.09)  0.44
H (2.22, 1.80, 1.51)  0.44
N (-3.82, -3.11, 4.64)  -0.47
C (-2.85, -3.02, 4.02)  0.43
N (-1.70, -2.96, 3.35)  -0.62
C (-1.41, -2.18, 2.42)  0.53
N (-1.05, -1.53, 1.51)  -0.24

For the highest occupied orbital energy, the calculation gives -10.945 eV. The HOMO-LUMO gap comes out at 7.3 eV. As for the total charge: +1. For the energy, the calculation gives -54988.0393 eV.

***

Copy entry 4 word for word.
C25H20N10RhS | ωB97M-V/def2-TZVPD

Last column: Mulliken charge in e.
Geometry (Å):
Rh (-0.15, 0.14, 1.06)  0.14
N (2.51, -2.45, 3.19)  -0.39
C (1.84, -1.69, 2.32)  0.59
S (1.05, -0.27, 2.93)  -0.33
N (1.85, -2.01, 1.06)  -1.55
N (1.13, -1.14, 0.29)  1.44
C (1.25, -1.26, -1.00)  0.31
C (2.13, -2.25, -1.66)  -0.41
C (2.07, -3.61, -1.36)  -0.13
C (2.89, -4.50, -2.04)  -0.79
C (3.79, -4.04, -2.99)  -0.43
C (3.87, -2.68, -3.27)  -0.83
C (3.03, -1.79, -2.62)  -0.11
C (0.47, -0.32, -1.82)  0.81
C (0.23, -0.51, -3.17)  -0.68
C (-0.50, 0.44, -3.86)  -0.60
C (-0.95, 1.57, -3.19)  -1.09
C (-0.70, 1.66, -1.83)  -0.01
N (-0.02, 0.74, -1.16)  0.34
H (2.48, -2.26, 4.17)  0.20
H (3.02, -3.25, 2.86)  0.22
H (1.37, -3.97, -0.62)  0.49
H (2.83, -5.56, -1.82)  0.41
H (4.44, -4.74, -3.50)  0.42
H (4.57, -2.32, -4.01)  0.40
H (3.09, -0.74, -2.84)  0.51
H (0.60, -1.40, -3.67)  0.57
H (-0.71, 0.31, -4.91)  0.46
H (-1.50, 2.35, -3.69)  0.46
H (-1.05, 2.51, -1.26)  0.36
N (-2.02, 3.09, 1.41)  -0.11
C (-2.76, 2.07, 0.83)  0.80
C (-4.07, 2.39, 0.43)  -0.75
C (-4.83, 1.43, -0.18)  -0.51
C (-4.29, 0.16, -0.38)  -0.96
C (-3.01, -0.08, 0.05)  -0.40
N (-2.24, 0.86, 0.66)  0.25
C (-0.67, 3.29, 1.60)  0.87
C (-0.28, 4.59, 1.96)  -0.93
C (1.04, 4.88, 2.15)  -0.44
C (1.98, 3.86, 1.97)  -0.92
C (1.53, 2.62, 1.64)  -0.44
N (0.22, 2.30, 1.46)  0.40
H (-2.56, 3.93, 1.57)  0.15
H (-4.45, 3.39, 0.60)  0.39
H (-5.84, 1.66, -0.50)  0.44
H (-4.85, -0.63, -0.86)  0.46
H (-2.55, -1.05, -0.05)  0.58
H (-1.04, 5.35, 2.08)  0.40
H (1.34, 5.88, 2.42)  0.42
H (3.04, 4.04, 2.09)  0.44
H (2.22, 1.80, 1.51)  0.44
N (-3.82, -3.11, 4.64)  -0.47
C (-2.85, -3.02, 4.02)  0.43
N (-1.70, -2.96, 3.35)  -0.62
C (-1.41, -2.18, 2.42)  0.53
N (-1.05, -1.53, 1.51)  -0.24

For the highest occupied orbital energy, the calculation gives -10.945 eV. The HOMO-LUMO gap comes out at 7.3 eV. As for the total charge: +1. For the energy, the calculation gives -54988.0393 eV.